# 1
A single C2H6N2O molecule at a distorted geometry, computed with the ωB97M-V functional and the def2-TZVPD basis.

Calculated values
**SMILES**: NC/C=N\O
**ΔE to the lowest compared entry with this formula, charge and spin**: 72.2 kcal/mol
**E_tot**: -264.472227 Eh

Geometry as ORCA input:
```
! wB97M-V def2-TZVPD RIJCOSX def2/J DEFGRID3
* xyz 0 1
N -1.724 -0.637 -0.344
C -0.991 0.256 0.574
C 0.154 0.988 -0.057
N 1.302 0.459 -0.339
O 1.580 -0.803 0.099
H -2.123 -0.118 -1.120
H -0.996 -1.218 -0.731
H -1.720 0.968 0.970
H -0.698 -0.330 1.490
H -0.065 1.989 -0.490
H 0.933 -1.089 0.776
*
```

# 2
A single C2H6N2O molecule at a distorted geometry, computed with the ωB97M-V functional and the def2-TZVPD basis.

Calculated values
**SMILES**: NCC(N)=O
**ΔE to the lowest compared entry with this formula, charge and spin**: 11.3 kcal/mol
**E_tot**: -264.569356 Eh

Geometry as ORCA input:
```
! wB97M-V def2-TZVPD RIJCOSX def2/J DEFGRID3
* xyz 0 1
N 0.490 -1.131 0.647
C -0.748 -0.418 0.290
C -0.280 0.962 -0.158
N 0.490 0.952 -1.289
O -0.553 1.990 0.434
H 0.297 -2.109 0.853
H 1.009 -0.837 1.465
H -1.255 -0.959 -0.513
H -1.437 -0.361 1.123
H 1.018 0.101 -1.351
H 0.970 1.810 -1.502
*
```

# 3
A single C2H6N2O molecule at a distorted geometry, computed with the ωB97M-V functional and the def2-TZVPD basis.

Calculated values
**SMILES**: CO/C=N/N
**ΔE to the lowest compared entry with this formula, charge and spin**: 66.1 kcal/mol
**E_tot**: -264.482044 Eh

Geometry as ORCA input:
```
! wB97M-V def2-TZVPD RIJCOSX def2/J DEFGRID3
* xyz 0 1
C -1.759 -0.682 0.051
O -1.332 0.676 0.015
C 0.092 0.744 -0.075
N 0.800 -0.275 -0.217
N 2.196 -0.249 -0.012
H -1.223 -1.269 0.782
H -1.564 -1.203 -0.901
H -2.813 -0.801 0.392
H 0.463 1.804 0.234
H 2.410 0.483 0.668
H 2.421 -1.127 0.441
*
```

# 4
A single C2H6N2O molecule at a distorted geometry, computed with the ωB97M-V functional and the def2-TZVPD basis.

Calculated values
**SMILES**: CNNC=O
**ΔE to the lowest compared entry with this formula, charge and spin**: 47.4 kcal/mol
**E_tot**: -264.511822 Eh

Geometry as ORCA input:
```
! wB97M-V def2-TZVPD RIJCOSX def2/J DEFGRID3
* xyz 0 1
C -0.953 0.819 -1.526
N -0.581 1.073 -0.223
N -0.329 -0.036 0.513
C 0.945 -0.476 0.673
O 1.240 -1.590 0.924
H -1.913 0.263 -1.631
H -0.899 1.706 -2.168
H -0.227 0.150 -2.016
H -1.173 1.757 0.322
H -1.027 -0.785 0.697
H 1.736 0.316 0.483
*
```

# 5
A single C2H6N2O molecule at a distorted geometry, computed with the ωB97M-V functional and the def2-TZVPD basis.

Calculated values
**SMILES**: [H]/N=C(/C)NO
**ΔE to the lowest compared entry with this formula, charge and spin**: 77.0 kcal/mol
**E_tot**: -264.464580 Eh

Geometry as ORCA input:
```
! wB97M-V def2-TZVPD RIJCOSX def2/J DEFGRID3
* xyz 0 1
H 1.032 1.701 0.127
N 0.105 1.506 0.121
C -0.157 0.270 -0.015
C -1.546 -0.326 0.103
N 0.932 -0.720 0.212
O 2.148 -0.115 0.153
H -1.928 -0.547 1.104
H -1.463 -1.345 -0.411
H -2.151 0.438 -0.389
H 0.837 -1.480 -0.528
H 2.191 0.618 -0.478
*
```

# 6
A gas-phase ion, C2H6N2O2 (charge -2), computed with the ωB97M-V functional and the def2-TZVPD basis.

Calculated values
**SMILES**: CN([O-])N(C)[O-]
**ΔE to the lowest compared entry with this formula, charge and spin**: 34.3 kcal/mol
**E_tot**: -339.485243 Eh

Geometry as ORCA input:
```
! wB97M-V def2-TZVPD RIJCOSX def2/J DEFGRID3
* xyz -2 1
C -1.557 -0.542 -0.707
N -0.658 0.496 -0.237
O -0.050 1.113 -1.337
N 0.278 -0.237 0.775
C 1.451 0.614 0.857
O 0.675 -1.538 0.450
H -2.088 -0.204 -1.608
H -1.007 -1.474 -0.930
H -2.300 -0.767 0.082
H 2.278 0.073 1.337
H 1.765 0.956 -0.146
H 1.212 1.510 1.462
*
```

# 7
2 unconnected molecules or ions with the total composition C2H6N2O2 at a distorted geometry, computed with the ωB97M-V functional and the def2-TZVPD basis.

Calculated values
**SMILES**: CNN=O.C=O
**ΔE to the lowest compared entry with this formula, charge and spin**: 113.7 kcal/mol
**E_tot**: -339.651456 Eh

Geometry as ORCA input:
```
! wB97M-V def2-TZVPD RIJCOSX def2/J DEFGRID3
* xyz 0 1
C -1.884 1.187 -0.169
N -1.001 -0.002 -0.038
N -1.042 -1.209 0.280
O -2.051 -1.815 0.624
H -2.510 1.181 0.670
H -2.531 1.166 -1.008
H -1.179 1.990 -0.337
H -0.053 0.265 -0.072
C 3.042 -0.751 0.036
O 1.900 -0.291 0.024
H 3.360 -1.754 -0.202
H 3.950 0.032 0.193
*
```

# 8
A single C2H6N2O2 molecule at a distorted geometry, computed with the ωB97M-V functional and the def2-TZVPD basis.

Calculated values
**SMILES**: CC(=O)N(N)O
**ΔE to the lowest compared entry with this formula, charge and spin**: 97.9 kcal/mol
**E_tot**: -339.676655 Eh

Geometry as ORCA input:
```
! wB97M-V def2-TZVPD RIJCOSX def2/J DEFGRID3
* xyz 0 1
C -1.870 -0.221 0.004
C -0.556 0.476 0.078
O -0.451 1.690 0.105
N 0.614 -0.248 -0.114
N 1.992 0.604 0.118
O 0.886 -1.575 -0.032
H -1.839 -1.231 0.561
H -2.608 0.424 0.444
H -1.979 -0.555 -0.924
H 2.425 0.570 -0.796
H 1.678 1.550 0.108
H 1.708 -1.483 0.448
*
```

# 9
A single C2H6N2O2 molecule, computed with the ωB97M-V functional and the def2-TZVPD basis.

Calculated values
**SMILES**: [H]/N=C(/CO)NO
**ΔE to the lowest compared entry with this formula, charge and spin**: 62.4 kcal/mol
**E_tot**: -339.733235 Eh

Geometry as ORCA input:
```
! wB97M-V def2-TZVPD RIJCOSX def2/J DEFGRID3
* xyz 0 1
H 0.742 -1.973 -0.014
N -0.121 -1.441 -0.026
C 0.011 -0.188 -0.027
C -1.243 0.653 -0.081
O -2.385 -0.141 0.016
N 1.175 0.536 0.111
O 2.390 -0.140 -0.122
H -1.254 1.210 -1.032
H -1.236 1.382 0.741
H -2.074 -1.062 -0.030
H 1.204 1.469 -0.283
H 2.791 -0.305 0.745
*
```

# 10
2 unconnected molecules or ions with the total composition C2H6N2O2 at a distorted geometry, computed with the ωB97M-V functional and the def2-TZVPD basis.

Calculated values
**SMILES**: NC(=O)O.C=N
**ΔE to the lowest compared entry with this formula, charge and spin**: 11.9 kcal/mol
**E_tot**: -339.813705 Eh

Geometry as ORCA input:
```
! wB97M-V def2-TZVPD RIJCOSX def2/J DEFGRID3
* xyz 0 1
N 0.498 -1.145 2.063
C 0.871 -0.573 0.888
O 1.396 0.508 0.818
O 0.542 -1.337 -0.155
H 0.237 -2.120 2.067
H 0.898 -0.769 2.921
H 0.354 -0.768 -0.941
C -0.875 1.512 -1.254
N -0.757 0.407 -1.837
H -1.561 2.329 -1.563
H -0.245 1.696 -0.376
H -1.358 0.260 -2.632
*
```

# 11
A single C2H6N2O2 molecule, computed with the ωB97M-V functional and the def2-TZVPD basis.

Calculated values
**ΔE to the lowest compared entry with this formula, charge and spin**: 215.0 kcal/mol
**E_tot**: -339.489953 Eh

Geometry as ORCA input:
```
! wB97M-V def2-TZVPD RIJCOSX def2/J DEFGRID3
* xyz 0 1
C 1.246 -0.968 -0.179
C -1.400 0.040 0.162
N -0.321 0.727 -0.562
N 0.935 0.404 -0.507
O -0.313 2.062 -0.259
O 0.812 2.022 0.738
H 1.025 -1.585 -1.059
H 0.699 -1.365 0.681
H 2.318 -1.009 0.007
H -2.317 0.577 -0.065
H -1.198 0.082 1.236
H -1.483 -0.986 -0.192
*
```

# 12
A gas-phase ion, C2H6N2O2P (charge -1) at a distorted geometry, computed with the ωB97M-V functional and the def2-TZVPD basis.

Calculated values
**ΔE to the lowest compared entry with this formula, charge and spin**: 33.7 kcal/mol
**E_tot**: -681.228990 Eh

Geometry as ORCA input:
```
! wB97M-V def2-TZVPD RIJCOSX def2/J DEFGRID3
* xyz -1 1
C 0.159 -0.352 1.049
C -0.012 1.143 0.633
N 0.847 -1.076 -0.002
N -0.543 1.349 -0.652
O -1.458 -1.575 -1.192
O 0.749 -1.099 -2.621
P -0.147 -0.927 -1.410
H 0.517 -0.432 2.120
H -0.845 -0.739 0.814
H -0.538 1.670 1.437
H 1.051 1.636 0.632
H 1.828 -0.986 -0.304
H -1.609 1.389 -0.503
*
```

# 13
2 unconnected molecules or ions with the total composition C2H6N2O2S at a distorted geometry, computed with the ωB97M-V functional and the def2-TZVPD basis.

Calculated values
**ΔE to the lowest compared entry with this formula, charge and spin**: 61.2 kcal/mol
**E_tot**: -737.905543 Eh

Geometry as ORCA input:
```
! wB97M-V def2-TZVPD RIJCOSX def2/J DEFGRID3
* xyz 0 1
C 0.289 0.895 -0.021
C 1.041 -0.183 0.552
N -2.675 0.042 -0.694
N 1.508 -1.183 -0.198
O -0.160 1.980 0.769
O 0.014 1.039 -1.198
S -2.039 -0.827 0.533
H 1.272 -0.149 1.642
H -2.936 -0.438 -1.473
H -2.593 0.968 -0.756
H 2.426 -1.574 0.047
H 0.016 2.000 1.766
H 1.343 -1.175 -1.272
*
```

# 14
A single C2H6N2O2S molecule at a distorted geometry, computed with the ωB97M-V functional and the def2-TZVPD basis.

Calculated values
**ΔE to the lowest compared entry with this formula, charge and spin**: 156.9 kcal/mol
**E_tot**: -737.753094 Eh

Geometry as ORCA input:
```
! wB97M-V def2-TZVPD RIJCOSX def2/J DEFGRID3
* xyz 0 1
C 1.279 0.087 -0.416
C -0.044 0.638 -0.921
N 1.319 -0.137 0.965
N -1.200 -0.634 0.978
O -0.689 -1.901 -1.008
O -1.641 0.541 1.658
S -1.318 -0.654 -0.635
H 1.800 -0.598 -1.185
H 1.924 0.953 -0.519
H -0.499 1.480 -0.406
H -0.059 1.052 -1.896
H 1.452 -1.077 1.062
H -2.326 0.249 2.324
*
```

# 15
A single C2H6N2O2S molecule at a distorted geometry, computed with the ωB97M-V functional and the def2-TZVPD basis.

Calculated values
**ΔE to the lowest compared entry with this formula, charge and spin**: 71.6 kcal/mol
**E_tot**: -737.782480 Eh

Geometry as ORCA input:
```
! wB97M-V def2-TZVPD RIJCOSX def2/J DEFGRID3
* xyz 0 3
C -0.863 0.188 -0.102
C 0.431 -0.460 0.376
N 2.708 -0.945 -0.254
N 1.460 -0.399 -0.670
O 5.118 -0.402 0.206
O 3.526 1.415 -0.414
S 3.794 0.089 0.147
H -1.268 -0.122 -1.049
H -1.611 0.003 0.578
H -0.551 1.186 -0.250
H 0.742 0.213 1.173
H 0.470 -1.545 0.794
H 1.763 0.389 -1.391
*
```

# 16
A molecular structure, C2H6N2O3 at a distorted geometry, computed with the ωB97M-V functional and the def2-TZVPD basis.

Calculated values
**ΔE to the lowest compared entry with this formula, charge and spin**: 100.5 kcal/mol
**E_tot**: -414.935539 Eh

Geometry as ORCA input:
```
! wB97M-V def2-TZVPD RIJCOSX def2/J DEFGRID3
* xyz 0 1
N 0.979 -0.051 -0.359
C 0.221 -1.403 -0.215
O 1.638 0.297 0.827
O 0.078 -1.758 0.950
H 1.244 -0.359 1.452
H 1.630 0.010 -1.140
H 0.390 -2.092 -1.050
N -1.243 1.191 0.523
C -0.810 0.672 -0.656
O -1.192 -0.534 -0.983
H -0.888 2.086 0.822
H -1.429 0.517 1.255
H -0.618 1.425 -1.426
*
```

# 17
2 unconnected molecules or ions with the total composition C2H6N2O3 at a distorted geometry, computed with the ωB97M-V functional and the def2-TZVPD basis.

Calculated values
**SMILES**: N[N+](=O)[O-].CC=O
**ΔE to the lowest compared entry with this formula, charge and spin**: 131.8 kcal/mol
**E_tot**: -414.885514 Eh

Geometry as ORCA input:
```
! wB97M-V def2-TZVPD RIJCOSX def2/J DEFGRID3
* xyz 0 1
N -1.861 -1.110 0.349
N -2.052 0.196 0.057
O -1.063 0.899 -0.018
O -3.209 0.489 -0.161
H -0.998 -1.444 0.730
H -2.593 -1.570 0.848
C 1.949 0.820 0.126
C 1.459 -0.301 -0.779
O 0.877 -1.288 -0.479
H 2.298 0.576 1.035
H 1.096 1.427 0.501
H 2.546 1.467 -0.312
H 1.549 -0.160 -1.898
*
```

# 18
2 unconnected molecules or ions with the total composition C2H6N2O3 at a distorted geometry, computed with the ωB97M-V functional and the def2-TZVPD basis.

Calculated values
**SMILES**: NC(=O)NC=O.O
**ΔE to the lowest compared entry with this formula, charge and spin**: 12.0 kcal/mol
**E_tot**: -415.076562 Eh

Geometry as ORCA input:
```
! wB97M-V def2-TZVPD RIJCOSX def2/J DEFGRID3
* xyz 0 1
N -0.656 -0.828 -1.439
C -0.553 -1.777 -0.458
O -0.478 -2.964 -0.627
N -0.543 -1.279 0.876
C -0.452 0.011 1.270
O -0.157 0.929 0.541
H -0.066 -0.025 -1.310
H -0.708 -1.239 -2.350
H -0.730 -1.989 1.566
H -0.887 0.291 2.239
O 1.936 3.148 -0.415
H 1.046 3.276 -0.061
H 2.248 2.448 0.168
*
```

# 19
A gas-phase ion, C2H6N2O3P (charge -1) at a distorted geometry, computed with the ωB97M-V functional and the def2-TZVPD basis.

Calculated values
**SMILES**: [H]/N=C(\C)N[P@](=O)([O-])O
**ΔE to the lowest compared entry with this formula, charge and spin**: 17.3 kcal/mol
**E_tot**: -756.547034 Eh

Geometry as ORCA input:
```
! wB97M-V def2-TZVPD RIJCOSX def2/J DEFGRID3
* xyz -1 1
H -1.200 1.469 0.168
N -0.482 1.288 -0.513
C 0.108 0.156 -0.405
C -0.234 -0.721 0.790
N 0.962 -0.127 -1.341
P 2.283 1.503 -1.761
O 3.101 0.997 -2.912
O 2.723 1.729 -0.334
O 1.157 2.469 -2.109
H -0.841 -1.600 0.383
H -0.790 -0.194 1.497
H 0.675 -1.044 1.300
H 1.540 -0.894 -1.137
H 0.479 1.969 -1.458
*
```

# 20
A single C2H6N2O3S molecule at a distorted geometry, computed with the ωB97M-V functional and the def2-TZVPD basis.

Calculated values
**ΔE to the lowest compared entry with this formula, charge and spin**: 42.9 kcal/mol
**E_tot**: -813.158456 Eh

Geometry as ORCA input:
```
! wB97M-V def2-TZVPD RIJCOSX def2/J DEFGRID3
* xyz 0 1
C 0.310 -1.506 1.197
C -0.377 -0.496 0.265
N 1.198 -2.183 0.647
N -0.157 -0.719 -1.047
O -1.629 2.032 0.218
O 0.187 2.148 -1.413
O 0.460 0.879 0.783
S -0.173 2.235 0.217
H -0.050 -1.346 2.150
H -1.313 -0.113 0.455
H 1.808 -2.785 1.228
H 0.699 -0.777 -1.524
H -0.974 -0.457 -1.565
H 0.012 3.087 -1.610
*
```